1.
Computed, not measured: a structure of composition C46H57IrN4OP2S2Si2 at a distorted geometry, with ωB97M-V with the def2-TZVPD basis set.

XYZ file:
```
115
Properties=species:S:1:pos:R:3
Ir -0.71 0.15 -0.52
C 1.35 4.63 0.22
Si 0.20 3.39 -0.64
C 0.25 3.36 -2.56
C -1.63 3.77 -0.27
N 0.56 1.77 -0.07
P 1.85 0.91 0.41
C 1.53 -0.81 0.30
P 0.50 -1.60 1.46
N -0.89 -0.80 1.64
Si -1.93 -0.19 2.91
C -3.58 -1.08 2.63
C -2.24 1.66 2.57
C -1.36 -0.37 4.73
C 0.20 -3.23 0.65
C -0.24 -3.21 -0.67
C -0.50 -4.38 -1.36
C -0.32 -5.60 -0.72
C 0.15 -5.63 0.58
C 0.41 -4.46 1.26
C 1.18 -2.07 3.07
C 0.34 -2.79 3.91
C 0.79 -3.22 5.14
C 2.08 -2.91 5.55
C 2.92 -2.18 4.72
C 2.48 -1.77 3.48
C 2.41 1.48 2.05
C 3.66 2.04 2.25
C 4.08 2.36 3.53
C 3.25 2.13 4.61
C 1.98 1.59 4.41
C 1.56 1.27 3.14
C 3.36 1.05 -0.61
C 3.64 2.10 -1.47
C 4.84 2.12 -2.17
C 5.76 1.10 -2.00
C 5.49 0.05 -1.14
C 4.29 0.02 -0.45
H 1.28 5.61 -0.25
H 2.39 4.33 0.21
H 1.07 4.75 1.26
H 0.02 4.34 -2.94
H -0.50 2.66 -2.92
H 1.20 3.04 -2.98
H -1.96 4.59 -0.89
H -1.81 4.04 0.76
H -2.26 2.91 -0.50
H -4.00 -0.75 1.69
H -4.28 -0.83 3.42
H -3.48 -2.16 2.59
H -2.64 1.78 1.57
H -1.35 2.28 2.65
H -2.97 2.05 3.27
H -1.74 -1.29 5.17
H -1.77 0.45 5.31
H -0.29 -0.37 4.87
H -0.40 -2.25 -1.16
H -0.84 -4.34 -2.38
H -0.53 -6.52 -1.25
H 0.31 -6.58 1.07
H 0.79 -4.51 2.27
H -0.67 -3.01 3.58
H 0.13 -3.78 5.79
H 2.42 -3.23 6.52
H 3.92 -1.93 5.05
H 3.13 -1.21 2.82
H 4.31 2.23 1.41
H 5.06 2.79 3.68
H 3.58 2.36 5.61
H 1.34 1.40 5.26
H 0.58 0.85 2.97
H 2.93 2.90 -1.60
H 5.06 2.94 -2.83
H 6.70 1.13 -2.54
H 6.21 -0.73 -1.00
H 4.07 -0.79 0.22
C -4.02 -7.00 1.25
C -5.48 -7.29 1.10
O -6.15 -7.94 1.83
S -6.21 -6.73 -0.47
C -5.34 -5.20 -0.77
C -5.59 -4.12 0.08
C -4.95 -2.92 -0.11
C -4.03 -2.77 -1.15
C -3.83 -3.84 -2.04
C -4.48 -5.04 -1.85
C -3.24 -1.60 -1.21
C -2.43 -0.68 -1.16
H -3.71 -7.17 2.28
H -3.76 -5.99 0.94
H -3.49 -7.70 0.61
H -6.29 -4.24 0.90
H -5.17 -2.09 0.54
H -3.15 -3.71 -2.87
H -4.33 -5.85 -2.54
C -1.33 -1.88 -4.70
C 0.07 -1.51 -5.18
N 1.09 -2.04 -4.30
C 1.42 -1.49 -3.14
S 0.79 0.05 -2.72
N 2.30 -2.05 -2.31
C 3.30 -3.06 -2.60
C 3.18 -4.29 -1.71
H -2.08 -1.49 -5.38
H -1.52 -1.46 -3.71
H -1.44 -2.96 -4.66
H 0.17 -0.42 -5.20
H 0.25 -1.91 -6.18
H 1.42 -2.97 -4.51
H 2.35 -1.60 -1.38
H 4.28 -2.60 -2.46
H 3.23 -3.35 -3.65
H 3.38 -4.02 -0.67
H 3.91 -5.03 -2.01
H 2.19 -4.73 -1.76
```

Calculated values
Total charge: +1
Spin multiplicity: 2
Lowest unoccupied orbital energy (alpha / beta): -4.53 / -4.55 eV
<S²>: 0.96

Mulliken atomic charge list, values in e, 99 entries: Ir 1.66; C -1.11; Si -0.04; C -1.07; C -1.24; N 0.47; P 2.28; C -2.54; P 2.63; N -0.52; Si 0.00; C -1.30; C -1.01; C -0.96; C 1.67; C -0.21; C -0.73; C -1.04; C -1.26; C -0.79; C 1.17; C -1.26; C -0.83; C -0.86; C -0.60; C -0.70; C 0.52; C -0.79; C -0.75; C -0.79; C -0.64; C 0.09; C 1.06; C -0.55; C -1.00; C -0.82; C -0.71; C -0.42; H 0.47; H 0.31; H 0.34; H 0.50; H 0.27; H 0.32; H 0.45; H 0.29; H 0.34; H 0.11; H 0.53; H 0.47; H 0.17; H 0.23; H 0.57; H 0.38; H 0.53; H 0.11; H -0.92; H 0.36; H 0.50; H 0.53; H 0.45; H 0.86; H 0.49; H 0.41; H 0.50; H 0.36; H 0.49; H 0.47; H 0.45; H 0.53; H -0.16; H 0.28; H 0.45; H 0.41; H 0.52; H 0.33; C -0.62; C 0.56; O -0.50; S -0.09; C -0.57; C -0.48; C -0.49; C 0.68; C -0.17; C -0.28; C 0.38; C -1.62; H 0.37; H 0.07; H 0.25; H 0.50; H 0.62; H 0.45; H 0.49; C -0.35; C -1.02; N -0.05; C 0.47

---

2.
Computed, not measured: a structure of composition C46H57N5O10P2SZr at a distorted geometry, with ωB97M-V with the def2-TZVPD basis set.

XYZ file:
```
122
Properties=species:S:1:pos:R:3
Zr -0.58 1.12 -0.04
O 0.94 1.07 1.90
C 0.88 -0.16 1.75
O -0.10 -0.66 1.07
C 1.91 -1.14 2.22
P 2.28 -2.41 0.92
C 1.03 -3.74 1.11
C -0.05 -3.73 1.98
C -1.01 -4.73 1.95
C -0.89 -5.77 1.04
C 0.19 -5.81 0.16
C 1.14 -4.80 0.20
C 3.73 -3.19 1.76
C 3.66 -4.29 2.61
C 4.81 -4.80 3.21
C 6.04 -4.22 2.96
C 6.13 -3.12 2.11
C 4.99 -2.62 1.51
H 1.53 -1.61 3.13
H 2.84 -0.63 2.44
H -0.17 -2.92 2.68
H -1.86 -4.69 2.62
H -1.65 -6.54 1.00
H 0.29 -6.61 -0.56
H 1.97 -4.82 -0.50
H 2.70 -4.75 2.82
H 4.73 -5.65 3.87
H 6.94 -4.62 3.43
H 7.09 -2.67 1.91
H 5.06 -1.78 0.83
O -5.19 5.33 0.42
C -4.23 4.61 0.34
C -3.41 4.05 1.52
O -3.51 4.38 2.68
C -2.48 3.08 0.89
C -2.62 3.10 -0.48
O -1.87 2.30 -1.21
C -3.61 4.04 -0.95
O -3.90 4.35 -2.09
O -1.60 2.31 1.44
C 4.76 2.43 -0.32
C 3.76 3.13 -1.24
C 3.79 4.65 -1.00
C 4.13 2.85 -2.71
C 2.41 2.62 -0.97
C 1.30 2.19 -0.71
H 5.78 2.77 -0.53
H 4.71 1.35 -0.45
H 4.53 2.65 0.73
H 4.79 5.04 -1.22
H 3.56 4.87 0.05
H 3.06 5.15 -1.62
H 5.15 3.20 -2.91
H 3.44 3.35 -3.38
H 4.08 1.78 -2.91
N -0.43 -0.25 -1.59
P -1.19 -0.51 -2.90
N -1.50 0.78 -3.89
C -0.44 1.80 -3.94
C -1.04 3.15 -4.31
C -1.71 3.12 -5.70
C -2.01 1.68 -6.11
C -2.53 0.89 -4.92
N -0.28 -1.60 -3.80
C 1.01 -2.11 -3.35
C 1.02 -3.63 -3.46
C 0.50 -4.10 -4.84
C 0.28 -2.91 -5.79
C -0.64 -1.86 -5.18
N -2.64 -1.27 -2.68
C -4.02 -0.87 -2.92
C -4.70 -1.84 -3.86
C -4.64 -3.26 -3.29
C -3.21 -3.66 -2.90
C -2.58 -2.59 -2.02
H 0.33 1.52 -4.67
H 0.06 1.86 -2.98
H -0.24 3.90 -4.28
H -1.76 3.42 -3.54
H -1.09 3.61 -6.46
H -2.65 3.68 -5.65
H -1.10 1.19 -6.49
H -2.74 1.64 -6.92
H -2.88 -0.09 -5.23
H -3.41 1.44 -4.53
H 1.16 -1.79 -2.32
H 1.83 -1.67 -3.94
H 0.38 -4.03 -2.67
H 2.03 -4.01 -3.27
H -0.45 -4.63 -4.73
H 1.20 -4.80 -5.30
H -0.15 -3.26 -6.73
H 1.25 -2.47 -6.04
H -1.68 -2.21 -5.24
H -0.59 -0.94 -5.79
H -4.07 0.16 -3.26
H -4.55 -0.90 -1.96
H -4.20 -1.81 -4.84
H -5.74 -1.54 -4.02
H -5.05 -3.98 -4.01
H -5.27 -3.31 -2.40
H -2.59 -3.79 -3.80
H -3.23 -4.61 -2.36
H -1.54 -2.84 -1.79
H -3.11 -2.54 -1.07
N -2.84 -0.09 0.23
C -3.60 -0.64 1.32
C -2.99 -1.07 2.48
C -3.72 -1.74 3.45
C -5.08 -1.98 3.28
C -5.71 -1.47 2.15
C -4.97 -0.80 1.18
S -5.95 -3.06 4.41
O -5.52 -2.62 5.73
O -5.46 -4.39 4.06
O -7.35 -2.85 4.12
H -3.47 0.23 -0.50
H -2.26 -0.82 -0.18
H -1.93 -0.89 2.62
H -3.24 -2.09 4.35
H -6.78 -1.63 2.03
H -5.46 -0.44 0.28
```

Calculated values
Energy relative to the best compared isomer or geometry (same formula, charge and spin): 22.39 kcal per mole
Total charge: -2
Lowest unoccupied orbital energy: 3.55 eV

Mulliken atomic charge list, values in e, 99 entries: Zr -0.42; O -0.72; C 1.60; O -0.45; C -1.44; P -0.04; C 0.66; C -0.02; C -0.71; C -0.61; C -0.59; C -0.45; C 0.59; C -0.38; C -0.64; C -0.43; C -0.54; C -0.59; H 0.48; H 0.60; H 0.07; H 0.54; H 0.41; H 0.36; H 0.36; H 0.37; H 0.39; H 0.35; H 0.38; H 0.45; O -0.61; C 0.25; C 0.14; O -0.65; C 1.32; C -0.02; O 0.57; C -0.31; O -0.68; O -1.09; C -1.61; C 2.17; C -1.75; C -1.66; C -0.14; C 0.19; H 0.41; H 0.29; H 0.35; H 0.38; H 0.38; H 0.35; H 0.44; H 0.30; H 0.31; N -0.44; P -0.92; N 1.60; C -0.22; C -0.40; C -0.84; C -0.99; C -0.63; N 1.06; C -0.76; C 0.10; C -0.85; C -1.06; C 0.57; N 0.78; C -0.35; C -0.84; C -1.00; C -0.34; C -0.75; H 0.38; H -0.24; H 0.52; H -0.28; H 0.32; H 0.37; H 0.24; H 0.52; H 0.16; H 0.27; H -0.01; H 0.37; H -0.40; H 0.61; H 0.33; H 0.38; H 0.54; H 0.36; H 0.09; H -0.63; H 0.30; H 0.04; H 0.25; H 0.43

---

3.
Computed, not measured: a cluster of 9 separate species, C46H57N5O18 in total at a distorted geometry, with ωB97M-V with the def2-TZVPD basis set.

XYZ file:
```
126
Properties=species:S:1:pos:R:3
O -1.66 -4.74 4.74
N -1.62 -4.08 3.71
O -0.68 -3.38 3.36
C -2.77 -4.23 2.76
C -3.93 -4.86 3.16
C -4.95 -4.87 2.21
C -4.80 -4.27 0.98
C -3.57 -3.67 0.65
C -2.58 -3.60 1.55
H -3.93 -5.38 4.06
H -5.87 -5.37 2.40
H -5.61 -4.33 0.28
H -3.44 -3.21 -0.33
H -1.63 -3.12 1.32
O -2.02 5.41 4.22
N -2.18 5.12 3.07
O -1.30 4.95 2.26
C -3.63 5.07 2.63
C -4.61 4.98 3.58
C -5.95 4.75 3.18
C -6.26 4.69 1.84
C -5.29 4.92 0.86
C -3.97 5.11 1.27
H -4.31 5.05 4.61
H -6.77 4.78 3.87
H -7.30 4.69 1.52
H -5.56 4.86 -0.15
H -3.15 5.25 0.58
O 0.08 -2.76 -2.92
N -0.82 -2.17 -2.28
O -1.99 -2.42 -2.35
C -0.39 -1.11 -1.33
C 0.86 -0.62 -1.38
C 1.31 0.20 -0.35
C 0.41 0.65 0.55
C -0.86 0.10 0.60
C -1.32 -0.68 -0.42
H 1.47 -0.90 -2.21
H 2.27 0.81 -0.35
H 0.62 1.41 1.24
H -1.54 0.52 1.34
H -2.34 -1.07 -0.52
O 5.40 1.24 -3.92
N 4.30 0.71 -4.04
O 3.44 0.68 -3.20
C 3.97 0.09 -5.36
C 4.95 -0.01 -6.34
C 4.70 -0.83 -7.43
C 3.49 -1.43 -7.53
C 2.45 -1.29 -6.63
C 2.68 -0.55 -5.52
H 5.94 0.53 -6.22
H 5.49 -1.05 -8.17
H 3.21 -2.01 -8.40
H 1.49 -1.79 -6.77
H 1.97 -0.51 -4.72
O 1.68 -6.63 3.75
N 1.88 -5.95 2.70
O 2.89 -5.35 2.46
C 0.75 -5.86 1.74
C -0.40 -6.62 1.97
C -1.30 -6.84 0.98
C -1.13 -6.22 -0.22
C 0.03 -5.43 -0.39
C 0.96 -5.17 0.56
H -0.43 -7.11 2.94
H -2.18 -7.39 1.15
H -1.75 -6.42 -1.09
H 0.08 -5.02 -1.39
H 1.93 -4.61 0.48
C -1.23 2.99 -1.63
C -0.03 3.37 -2.47
O -0.26 3.02 -3.85
C 0.83 2.96 -4.64
C 0.59 2.46 -5.96
O 1.91 3.40 -4.22
H -1.11 3.54 -0.67
H -1.22 1.95 -1.44
H -2.17 3.30 -2.07
H 0.30 4.40 -2.40
H 0.87 2.80 -2.18
H -0.48 2.41 -6.13
H 1.05 1.48 -6.07
H 1.13 3.05 -6.70
C 4.37 7.06 -1.49
C 3.65 5.89 -2.15
O 4.06 4.76 -1.47
C 5.24 4.21 -1.77
C 5.43 3.03 -0.89
O 5.96 4.63 -2.66
H 5.43 7.07 -1.73
H 4.23 7.02 -0.42
H 3.97 8.02 -1.84
H 2.58 6.00 -1.94
H 3.85 5.85 -3.26
H 4.67 2.28 -1.04
H 5.13 3.37 0.13
H 6.44 2.65 -0.92
C 3.59 -1.39 3.49
C 3.22 -2.18 2.34
O 4.17 -1.86 1.25
C 3.87 -2.30 0.02
C 4.72 -1.62 -1.04
O 2.91 -3.01 -0.22
H 3.51 -0.33 3.24
H 4.64 -1.56 3.83
H 2.86 -1.51 4.25
H 3.29 -3.22 2.62
H 2.21 -1.96 1.88
H 5.60 -1.17 -0.54
H 3.99 -0.86 -1.47
H 5.00 -2.43 -1.77
C -3.54 1.57 6.05
C -3.27 0.24 5.25
O -4.48 -0.47 5.21
C -5.17 -0.39 4.08
C -6.31 -1.45 4.10
O -4.93 0.36 3.20
H -3.99 1.38 7.00
H -4.23 2.17 5.42
H -2.67 2.26 6.25
H -2.95 0.46 4.21
H -2.58 -0.32 5.83
H -6.55 -1.73 5.14
H -5.91 -2.32 3.56
H -7.13 -0.99 3.49
```

Calculated values
Energy relative to the best compared isomer or geometry (same formula, charge and spin): 20.29 kcal per mole
Total charge: 0
Lowest unoccupied orbital energy: -0.63 eV

Mulliken atomic charge list, values in e, 99 entries: O -0.67; N 1.30; O -0.61; C -0.36; C -0.98; C -0.63; C -0.90; C -0.32; C 0.38; H 0.66; H 0.51; H 0.51; H 0.30; H 0.80; O -0.60; N 1.03; O -0.61; C 0.13; C -0.16; C -0.58; C -0.46; C -0.60; C -0.27; H 0.50; H 0.42; H 0.39; H 0.45; H 0.35; O -0.63; N 1.20; O -0.68; C -0.16; C -0.19; C -0.06; C -0.69; C -1.26; C -0.05; H 0.53; H -0.17; H 0.80; H 0.73; H 0.45; O -0.64; N 1.07; O -0.36; C -0.13; C -0.27; C -0.49; C -0.34; C -0.77; C -0.34; H 0.39; H 0.35; H 0.35; H 0.43; H 0.75; O -0.62; N 1.05; O -0.67; C 0.15; C -0.42; C -0.45; C -0.69; C -0.34; C -0.10; H 0.45; H 0.52; H 0.47; H 0.40; H 0.37; C -0.60; C 0.25; O -0.39; C 0.92; C -0.77; O -0.61; H 0.16; H -0.19; H 0.46; H 0.28; H -0.03; H 0.32; H 0.02; H 0.31; C -1.33; C 0.11; O -0.19; C 0.77; C -0.64; O -0.61; H 0.33; H 0.30; H 0.41; H 0.13; H 0.25; H -0.20; H 0.37; H 0.31; C -1.65

---

4.
Computed, not measured: a structure of composition C46H58BeN7O4 at a distorted geometry, with ωB97M-V with the def2-TZVPD basis set.

XYZ file:
```
116
Properties=species:S:1:pos:R:3
Be -2.88 0.13 1.55
C 0.93 0.12 -0.21
C -0.35 0.46 -0.95
O -1.48 0.76 -0.20
H 1.65 -0.30 -0.92
H 0.79 -0.55 0.64
H 1.46 1.02 0.12
H -0.51 -0.41 -1.62
H -0.14 1.29 -1.64
N -3.87 2.45 -3.48
C -2.63 2.15 -3.11
C -1.63 1.78 -4.02
C -1.97 1.77 -5.36
C -3.24 2.12 -5.77
C -4.15 2.51 -4.79
H -2.33 2.17 -2.06
H -0.67 1.42 -3.70
H -1.20 1.44 -6.05
H -3.55 2.15 -6.80
H -5.16 2.78 -5.07
N -2.62 -2.46 1.13
C -2.02 -3.03 0.08
C -1.81 -4.39 -0.09
C -2.22 -5.25 0.92
C -2.86 -4.68 2.01
C -3.03 -3.31 2.08
H -1.80 -2.35 -0.74
H -1.50 -4.77 -1.06
H -2.19 -6.32 0.79
H -3.16 -5.37 2.79
H -3.49 -2.95 3.00
N -4.69 -0.46 0.13
C -4.75 0.12 -1.07
C -5.79 -0.04 -1.96
C -6.86 -0.86 -1.61
C -6.84 -1.44 -0.34
C -5.77 -1.20 0.48
H -3.91 0.76 -1.30
H -5.90 0.45 -2.92
H -7.68 -0.94 -2.31
H -7.70 -1.98 0.04
H -5.70 -1.61 1.48
N 3.91 -2.09 2.19
C 4.65 -2.97 2.88
C 5.85 -3.49 2.43
C 6.36 -2.91 1.28
C 5.69 -1.91 0.60
C 4.44 -1.56 1.08
H 4.19 -3.35 3.78
H 6.35 -4.28 2.97
H 7.30 -3.25 0.87
H 6.06 -1.47 -0.32
H 3.79 -0.89 0.53
N -1.61 1.95 2.80
C -0.70 2.75 2.22
C -0.03 3.76 2.88
C -0.28 3.89 4.24
C -1.14 3.02 4.87
C -1.84 2.09 4.11
H -0.59 2.68 1.14
H 0.57 4.51 2.39
H 0.23 4.66 4.82
H -1.28 3.16 5.93
H -2.67 1.56 4.57
N 2.04 6.61 0.16
C 0.88 6.91 -0.40
C 0.02 5.97 -0.96
C 0.36 4.63 -0.88
C 1.53 4.33 -0.21
C 2.34 5.32 0.32
H 0.62 7.95 -0.58
H -0.90 6.34 -1.39
H -0.26 3.85 -1.31
H 1.84 3.28 -0.21
H 3.27 5.01 0.77
N 4.00 3.54 3.50
C 4.93 4.00 2.65
C 5.23 3.34 1.47
C 4.54 2.20 1.08
C 3.52 1.79 1.91
C 3.30 2.49 3.09
H 5.45 4.90 2.92
H 6.01 3.71 0.82
H 4.81 1.68 0.17
H 2.87 0.95 1.70
H 2.56 2.06 3.75
C -0.58 -1.72 -4.67
C -1.62 -2.52 -3.90
O -1.32 -3.62 -3.50
C -2.93 -1.82 -3.57
H -0.90 -1.76 -5.72
H 0.39 -2.21 -4.72
H -0.49 -0.72 -4.26
H -3.76 -2.52 -3.64
H -3.07 -0.97 -4.24
H -2.82 -1.44 -2.55
C 1.19 -3.14 -1.48
C 2.59 -3.20 -2.02
O 3.00 -2.39 -2.83
C 3.50 -4.23 -1.42
H 1.22 -2.58 -0.55
H 0.78 -4.14 -1.38
H 0.55 -2.57 -2.15
H 4.29 -4.54 -2.10
H 2.92 -5.06 -1.00
H 3.93 -3.80 -0.51
C 1.20 -0.40 3.72
C 0.22 -1.28 3.00
O -0.84 -0.85 2.58
C 0.69 -2.67 2.68
H 2.13 -0.44 3.13
H 1.46 -0.90 4.65
H 0.88 0.62 3.91
H 1.48 -3.01 3.34
H 1.05 -2.65 1.66
H -0.14 -3.36 2.78
```

Calculated values
Energy relative to the best compared isomer or geometry (same formula, charge and spin): 0.00 kcal per mole
Total charge: +1
Lowest unoccupied orbital energy: -4.40 eV

Mulliken atomic charge list, values in e, 99 entries: Be 1.30; C 1.20; C 1.01; O -0.61; H 0.36; H -0.81; H -1.06; H -0.80; H -0.04; N -0.60; C -0.27; C -0.45; C -0.24; C -0.48; C -0.49; H 0.76; H 0.57; H 0.43; H 0.43; H 0.41; N 0.56; C -0.45; C -0.38; C -0.76; C -0.63; C -0.53; H 0.32; H 0.56; H 0.44; H 0.41; H 0.35; N 0.04; C -0.01; C -0.37; C -0.42; C -0.81; C -0.17; H 0.18; H 0.41; H 0.46; H 0.42; H 0.40; N 0.19; C -0.22; C -0.85; C -0.15; C -1.22; C 0.05; H 0.34; H 0.45; H 0.38; H 0.41; H 0.56; N 0.05; C 0.10; C -0.40; C -0.53; C -0.68; C -0.27; H 0.04; H 0.43; H 0.41; H 0.47; H 0.34; N -0.61; C -0.31; C -0.52; C -0.54; C 0.01; C -0.08; H 0.36; H 0.42; H 0.72; H 0.09; H 0.47; N -0.61; C -0.47; C -0.41; C -0.54; C 1.42; C -0.50; H 0.37; H 0.37; H 0.46; H -0.42; H 0.42; C -0.91; C 0.79; O -0.56; C -0.22; H 0.44; H 0.35; H -0.03; H 0.47; H 0.20; H -0.35; C 1.37; C 0.55; O -0.59